No. 1
A 2-piece molecular cluster, C4H12NOS overall. Source: OMol25; level of theory: ωB97M-V/def2-TZVPD.

Values from the calculation:
**M**: 122.21 g/mol
**Kohn-Sham gap**: 5.683 eV
**Total charge**: -1
**Energy relative to the best compared isomer or geometry (same formula, charge and spin)**: 19.0 kcal/mol

Bonds (Å) are listed after each position.
CARTESIAN COORDINATES (ANGSTROEM)
1 C -1.1688 0.8030 -0.5030  C2 1.522, C4 1.532, H7 1.089, H8 1.087
2 C -2.5286 0.2765 -0.9383  C1 1.522, S3 1.840, H9 1.090, H10 1.085
3 S -3.4443 1.5278 -1.9293  C2 1.840
4 C -0.3605 -0.2044 0.3217  C1 1.532, N5 1.473, H11 1.092, H12 1.091
5 N 1.0707 0.1146 0.4579  C4 1.473, C6 1.477, H13 0.997
6 C 1.7918 0.1052 -0.8310  N5 1.477, H14 1.091, H15 1.074, H16 1.085
7 H -0.5898 1.1248 -1.3674  C1 1.089
8 H -1.3808 1.6623 0.1275  C1 1.087
9 H -3.0887 -0.0001 -0.0452  C2 1.090
10 H -2.4475 -0.6083 -1.5604  C2 1.085
11 H -0.8423 -0.2419 1.3007  C4 1.092
12 H -0.3940 -1.2130 -0.0942  C4 1.091
13 H 1.1203 1.0481 0.8033  N5 0.997
14 H 1.8882 1.1123 -1.2397  C6 1.091
15 H 1.2214 -0.4614 -1.5424  C6 1.074
16 H 2.8117 -0.2245 -0.6618  C6 1.085
17 H 1.9171 -1.1298 3.1340  O19 0.953
18 H 2.0083 -1.8643 1.8507  O19 0.958
19 O 2.4159 -1.8271 2.7169  H17 0.953, H18 0.958

No. 2
A 2-piece molecular cluster, C4H12NOS overall. Source: OMol25; level of theory: ωB97M-V/def2-TZVPD.

Values from the calculation:
**M**: 122.21 g/mol
**2S+1**: 2
**Kohn-Sham gap (alpha / beta)**: 1.863 / 5.881 eV
**Total charge**: -2
**Energy relative to the best compared isomer or geometry (same formula, charge and spin)**: 44.5 kcal/mol

Bonds (Å) are listed after each position.
CARTESIAN COORDINATES (ANGSTROEM)
1 C -0.8993 -1.0692 -1.9039  N2 1.416, H7 1.137, H8 1.097, H9 1.132
2 N -0.1374 -0.1319 -1.1645  C1 1.416, C3 1.406, H10 1.080
3 C 0.0554 -0.1457 0.2279  N2 1.406, C4 1.535, C6 1.582, H11 1.111
4 C 1.4328 -0.6244 0.7087  C3 1.535, S5 1.887, H12 1.168, H13 1.022
5 S 1.7187 -0.1336 2.5078  C4 1.887
6 C -1.2351 -0.6785 0.9725  C3 1.582, H14 1.104, H15 1.091, H16 1.081
7 H -0.7204 -2.1604 -1.6408  C1 1.137
8 H -1.9792 -0.8867 -1.8446  C1 1.097
9 H -0.7343 -1.1594 -3.0207  C1 1.132
10 H -0.1582 0.9336 -1.3389  N2 1.080
11 H 0.1962 0.8942 0.5916  C3 1.111
12 H 1.7365 -1.7077 0.3938  C4 1.168
13 H 1.9041 0.0634 0.1172  C4 1.022
14 H -2.0571 -1.0895 0.3605  C6 1.104
15 H -1.7735 0.0624 1.5654  C6 1.091
16 H -0.9376 -1.5058 1.6014  C6 1.081
17 H 0.9011 3.7876 1.0348  O19 1.007
18 H 1.4939 2.3493 0.5629  O19 0.951
19 O 1.1934 3.2022 0.2689  H17 1.007, H18 0.951

No. 3
A 2-piece molecular cluster, C4H12NOS overall. Source: OMol25; level of theory: ωB97M-V/def2-TZVPD.

Values from the calculation:
**M**: 122.21 g/mol
**Kohn-Sham gap**: 10.314 eV
**Total charge**: +1
**Energy relative to the best compared isomer or geometry (same formula, charge and spin)**: 45.6 kcal/mol

Bonds (Å) are listed after each position.
CARTESIAN COORDINATES (ANGSTROEM)
1 C -2.7962 -0.0702 2.1879  C3 1.482, H8 1.174, H9 1.010, H10 1.195
2 C 0.3981 0.4652 -2.1890  N5 1.449, H11 1.070, H12 1.144, H13 1.015
3 C -1.4909 0.5052 1.7847  C1 1.482, O6 1.208, H14 1.136
4 C 1.6783 -0.9960 -0.6903  N5 1.474, S7 1.846, H15 1.126, H18 1.010
5 N 0.9638 0.2807 -0.8674  C2 1.449, C4 1.474, H16 1.068, H17 1.155
6 O -0.9171 0.2417 0.7551  C3 1.208
7 S 2.4072 -1.0129 1.0056  C4 1.846, H19 1.341
8 H -2.4829 -0.8198 3.0356  C1 1.174
9 H -3.1786 -0.5344 1.3760  C1 1.010
10 H -3.3736 0.7741 2.8064  C1 1.195
11 H -0.3150 1.2554 -2.0821  C2 1.070
12 H 1.0614 0.6951 -3.0927  C2 1.144
13 H 0.0519 -0.4699 -2.3760  C2 1.015
14 H -0.9181 1.2816 2.3847  C3 1.136
15 H 2.5483 -1.1999 -1.3753  C4 1.126
16 H 1.5431 1.1628 -0.7045  N5 1.068
17 H 0.2468 0.3266 0.0369  N5 1.155
18 H 1.0653 -1.7917 -0.5863  C4 1.010
19 H 3.7068 -1.0521 0.6785  S7 1.341

No. 4
A 2-piece molecular cluster, C4H12NP overall. Source: OMol25; level of theory: ωB97M-V/def2-TZVPD.

Values from the calculation:
**M**: 105.12 g/mol
**Kohn-Sham gap**: 8.276 eV
**Energy relative to the best compared isomer or geometry (same formula, charge and spin)**: 95.6 kcal/mol

Bonds (Å) are listed after each position.
CARTESIAN COORDINATES (ANGSTROEM)
1 C -1.2912 -0.7000 -0.5065  C2 1.554, P6 1.748
2 C -1.2074 -1.9358 0.4319  C1 1.554, H8 1.082, H9 1.187, H10 1.106
3 C -0.1561 1.8892 -0.9485  P6 1.808, H11 1.097, H12 1.136, H13 1.098
4 C 1.3234 0.5460 1.1865  P6 1.854, H14 1.100, H15 1.139, H16 1.190
5 N 1.2825 -0.4999 -1.2082  P6 1.702, H17 1.008, H18 1.051
6 P 0.1359 0.2655 -0.2094  C1 1.748, C3 1.808, C4 1.854, N5 1.702
7 H -2.5314 0.1601 0.1460  no bonds
8 H -1.3828 -1.5818 1.4390  C2 1.082
9 H -0.1824 -2.5279 0.3405  C2 1.187
10 H -1.9353 -2.6790 0.0572  C2 1.106
11 H -0.8004 1.8469 -1.8347  C3 1.097
12 H -0.4130 2.5482 -0.0595  C3 1.136
13 H 0.7207 2.4016 -1.3658  C3 1.098
14 H 2.1468 1.1733 0.8130  C4 1.100
15 H 0.9283 1.1576 2.0619  C4 1.139
16 H 1.6315 -0.5373 1.5720  C4 1.190
17 H 0.9936 -1.2221 -1.8494  N5 1.008
18 H 2.1555 -0.7764 -0.6918  N5 1.051

No. 5
A 2-piece molecular cluster, C4H12NPS overall. Source: OMol25; level of theory: ωB97M-V/def2-TZVPD.

Values from the calculation:
**M**: 137.19 g/mol
**Kohn-Sham gap (alpha / beta)**: 8.957 / 4.958 eV
**Energy relative to the best compared isomer or geometry (same formula, charge and spin)**: 99.6 kcal/mol

Bonds (Å) are listed after each position.
CARTESIAN COORDINATES (ANGSTROEM)
1 C 0.3877 1.8224 -2.0612  C4 1.624, H8 1.050, H9 1.065, H10 1.020
2 C 0.4099 -1.4403 1.3569  N5 1.399, H11 1.182, H12 1.055, H13 1.114
3 C -1.6940 -0.6676 0.5995  N5 1.428, H14 1.162, H15 1.051, H16 1.142
4 C 1.2838 0.5598 -1.5706  C1 1.624, S7 1.822, H17 1.026, H18 1.124
5 N -0.6455 -0.5453 1.5610  C2 1.399, C3 1.428, P6 1.672
6 P -0.6838 0.7416 2.6274  N5 1.672, H19 1.445
7 S 0.3755 -0.9918 -1.8658  C4 1.822
8 H -0.3815 1.5314 -2.7138  C1 1.050
9 H -0.1621 2.0675 -1.1825  C1 1.065
10 H 1.0488 2.5379 -2.3637  C1 1.020
11 H 1.0793 -1.2275 0.4064  C2 1.182
12 H 1.0510 -1.3975 2.1933  C2 1.055
13 H -0.0129 -2.4699 1.3070  C2 1.114
14 H -2.4651 0.1976 0.6864  C3 1.162
15 H -1.3191 -0.8763 -0.3600  C3 1.051
16 H -2.4089 -1.5462 0.7457  C3 1.142
17 H 1.4264 0.5284 -0.5552  C4 1.026
18 H 2.1982 0.6630 -2.2155  C4 1.124
19 H 0.5124 0.5129 3.4047  P6 1.445

No. 6
A 2-piece molecular cluster, C4H12NPS2 overall. Source: OMol25; level of theory: ωB97M-V/def2-TZVPD.

Values from the calculation:
**M**: 169.26 g/mol
**Kohn-Sham gap (alpha / beta)**: 7.802 / 5.618 eV
**Energy relative to the best compared isomer or geometry (same formula, charge and spin)**: 57.5 kcal/mol

Bonds (Å) are listed after each position.
CARTESIAN COORDINATES (ANGSTROEM)
1 C 0.3949 1.4523 1.5493  C4 1.525, H9 1.087, H10 1.089, H11 1.088
2 C 2.2887 0.2010 0.4312  C4 1.528, H12 1.087, H13 1.087, H14 1.083
3 C -1.7465 -1.5099 -1.8562  P6 1.846, H15 1.088, H16 1.088, H17 1.091
4 C 0.8344 0.1462 0.8964  C1 1.525, C2 1.528, N5 1.453, H18 1.096
5 N 0.0079 -0.1740 -0.2544  C4 1.453, P6 1.677, H19 1.014
6 P -1.4238 -1.0329 -0.1020  C3 1.846, N5 1.677, S7 1.947
7 S -1.2904 -2.5304 1.1352  P6 1.947
8 S -3.9209 1.5472 0.1963  H20 1.327
9 H 0.9981 1.6547 2.4305  C1 1.087
10 H 0.5046 2.2807 0.8510  C1 1.089
11 H -0.6498 1.3861 1.8465  C1 1.088
12 H 2.4326 1.0153 -0.2750  C2 1.087
13 H 2.5564 -0.7346 -0.0535  C2 1.087
14 H 2.9436 0.3547 1.2803  C2 1.083
15 H -2.6008 -2.1830 -1.8666  C3 1.088
16 H -1.9722 -0.6273 -2.4517  C3 1.088
17 H -0.8621 -2.0175 -2.2450  C3 1.091
18 H 0.7123 -0.6795 1.6062  C4 1.096
19 H -0.0522 0.5928 -0.9159  N5 1.014
20 H -4.9324 0.7077 0.0126  S8 1.327

No. 7
A 2-piece molecular cluster, C4H12NS overall. Source: OMol25; level of theory: ωB97M-V/def2-TZVPD.

Values from the calculation:
**M**: 106.21 g/mol
**2S+1**: 2
**Kohn-Sham gap (alpha / beta)**: 9.371 / 6.471 eV
**Energy relative to the best compared isomer or geometry (same formula, charge and spin)**: 0.0 kcal/mol

Bonds (Å) are listed after each position.
CARTESIAN COORDINATES (ANGSTROEM)
1 C -0.3455 3.3365 -0.9881  S2 1.780, H3 1.090, H4 1.090, H5 1.094
2 S 0.1469 1.8169 -1.7740  C1 1.780
3 H 0.2297 4.1907 -1.3455  C1 1.090
4 H -1.4044 3.5538 -1.1284  C1 1.090
5 H -0.1801 3.2718 0.0919  C1 1.094
6 C -0.7775 -0.7032 1.9361  C7 1.522, H10 1.091, H11 1.093, H12 1.089
7 C -0.5817 -1.1790 0.5038  C6 1.522, N8 1.460, H13 1.087, H14 1.100
8 N 0.7618 -1.7136 0.3025  C7 1.460, C9 1.457, H15 1.009
9 C 1.3329 -1.5348 -1.0258  N8 1.457, H16 1.090, H17 1.097, H18 1.091
10 H -1.7284 -0.1804 2.0481  C6 1.091
11 H 0.0142 0.0172 2.1555  C6 1.093
12 H -0.7057 -1.5063 2.6675  C6 1.089
13 H -0.7246 -0.3442 -0.1774  C7 1.087
14 H -1.3337 -1.9462 0.2670  C7 1.100
15 H 0.8096 -2.6812 0.5849  N8 1.009
16 H 2.4171 -1.6242 -0.9593  C9 1.090
17 H 0.9505 -2.2449 -1.7699  C9 1.097
18 H 1.1189 -0.5291 -1.3891  C9 1.091

No. 8
A 3-piece molecular cluster, C4H12NS overall. Source: OMol25; level of theory: ωB97M-V/def2-TZVPD.

Values from the calculation:
**M**: 106.21 g/mol
**Kohn-Sham gap**: 4.190 eV
**Total charge**: +1
**Energy relative to the best compared isomer or geometry (same formula, charge and spin)**: 148.4 kcal/mol

Bonds (Å) are listed after each position.
CARTESIAN COORDINATES (ANGSTROEM)
1 C -1.7160 -0.4753 -2.7964  C2 1.496, H7 1.103, H8 1.087, H9 1.091
2 C -0.7298 -1.1030 -1.8634  C1 1.496, C3 1.333, H10 1.086
3 C -0.0580 -2.2033 -2.2015  C2 1.333, H11 1.078, H12 1.084
4 C -0.1221 0.7590 1.0704  S5 1.686, H13 1.088, H14 1.099
5 S 0.0387 1.5061 -0.4329  C4 1.686, H15 1.371
6 N 2.0372 0.8004 4.7870  H16 1.015, H17 1.014, H18 1.013
7 H -1.1851 0.1731 -3.5141  C1 1.103
8 H -2.1891 -1.1740 -3.4812  C1 1.087
9 H -2.3813 0.2458 -2.3199  C1 1.091
10 H -0.3646 -0.5627 -0.9946  C2 1.086
11 H 0.7473 -2.5612 -1.5805  C3 1.078
12 H -0.1487 -2.7604 -3.1271  C3 1.084
13 H 0.3889 1.4382 1.7495  C4 1.088
14 H -1.1786 0.6816 1.3639  C4 1.099
15 H 0.1461 2.8053 -0.0100  S5 1.371
16 H 2.5915 -0.0372 4.6415  N6 1.015
17 H 1.4690 0.8648 3.9502  N6 1.014
18 H 2.6546 1.6028 4.7590  N6 1.013

No. 9
A 2-piece molecular cluster, C4H12O overall. Source: OMol25; level of theory: ωB97M-V/def2-TZVPD.

Values from the calculation:
**M**: 76.14 g/mol
**Structure (SMILES)**: CCO.CC
**Kohn-Sham gap**: 10.812 eV
**Energy relative to the best compared isomer or geometry (same formula, charge and spin)**: 57.2 kcal/mol

Bonds (Å) are listed after each position.
CARTESIAN COORDINATES (ANGSTROEM)
1 C 0.1930 -0.0706 1.9535  C2 1.549, O3 1.385, H4 1.142, H5 1.003
2 C 1.7297 -0.1060 2.1452  C1 1.549, H6 1.162, H8 1.155, H9 1.158
3 O 0.0599 0.2780 0.6196  C1 1.385, H7 0.998
4 H -0.2420 -1.1234 2.0318  C1 1.142
5 H -0.0398 0.4532 2.7771  C1 1.003
6 H 1.8388 -0.5621 3.2088  C2 1.162
7 H 0.4626 1.1204 0.2664  O3 0.998
8 H 2.1946 0.9500 2.0827  C2 1.155
9 H 2.2198 -0.9536 1.5261  C2 1.158
10 C -1.0418 0.0390 -1.5477  C11 1.533, H12 1.106, H13 1.163, H14 1.037
11 C -1.0004 -0.1606 -3.0672  C10 1.533, H15 1.111, H16 1.155, H17 1.044
12 H -2.0173 0.4228 -1.1959  C10 1.106
13 H -0.9526 -0.9147 -0.8875  C10 1.163
14 H -0.2374 0.6463 -1.3049  C10 1.037
15 H -1.7460 -0.9294 -3.3622  C11 1.111
16 H -1.2271 0.8113 -3.6490  C11 1.155
17 H -0.0159 -0.3554 -3.3531  C11 1.044

No. 10
A 2-piece molecular cluster, C4H12O overall. Source: OMol25; level of theory: ωB97M-V/def2-TZVPD.

Values from the calculation:
**M**: 76.14 g/mol
**Structure (SMILES)**: CCO.CC
**Kohn-Sham gap**: 11.219 eV
**Energy relative to the best compared isomer or geometry (same formula, charge and spin)**: 22.5 kcal/mol

Bonds (Å) are listed after each position.
CARTESIAN COORDINATES (ANGSTROEM)
1 C 1.2780 -0.6060 -0.7388  C2 1.483, O3 1.417, H4 1.042, H5 1.130
2 C 1.1190 -2.0641 -0.9571  C1 1.483, H6 1.143, H8 1.112, H9 1.050
3 O 0.4678 0.0968 -1.6647  C1 1.417, H7 0.977
4 H 0.9352 -0.2433 0.1757  C1 1.042
5 H 2.3726 -0.3428 -0.8352  C1 1.130
6 H 1.6801 -2.6420 -0.1468  C2 1.143
7 H 0.5947 -0.3196 -2.5396  O3 0.977
8 H 1.5761 -2.4856 -1.8784  C2 1.112
9 H 0.1183 -2.3798 -0.9868  C2 1.050
10 C -0.5305 1.5717 1.4419  C11 1.600, H12 1.102, H13 1.051, H14 1.057
11 C -1.9482 1.1232 0.8512  C10 1.600, H15 1.066, H16 1.104, H17 1.062
12 H -0.7861 2.4080 2.1125  C10 1.102
13 H -0.0433 0.8669 2.0511  C10 1.051
14 H 0.2350 1.9226 0.8029  C10 1.057
15 H -2.0210 0.2130 0.3010  C11 1.066
16 H -2.4989 1.9029 0.2969  C11 1.104
17 H -2.5489 0.9781 1.7143  C11 1.062

No. 11
A 2-piece molecular cluster, C4H12O overall. Source: OMol25; level of theory: ωB97M-V/def2-TZVPD.

Values from the calculation:
**M**: 76.14 g/mol
**Structure (SMILES)**: CCCC.O
**Kohn-Sham gap**: 11.833 eV
**Energy relative to the best compared isomer or geometry (same formula, charge and spin)**: 12.6 kcal/mol

Bonds (Å) are listed after each position.
CARTESIAN COORDINATES (ANGSTROEM)
1 C -1.6661 0.7026 -0.4146  C3 1.537, H5 1.103, H6 1.103, H7 1.103
2 C 1.1021 -0.5614 -0.0043  C4 1.533, H8 1.103, H9 1.103, H10 1.103
3 C -1.4523 -0.5362 0.4699  C1 1.537, C4 1.599, H11 1.107, H12 1.107
4 C -0.1738 -1.4075 0.0667  C2 1.533, C3 1.599, H13 1.107, H14 1.107
5 H -1.6962 0.5332 -1.5041  C1 1.103
6 H -0.8338 1.3902 -0.1883  C1 1.103
7 H -2.6111 1.1809 -0.1067  C1 1.103
8 H 1.3037 -0.0944 0.9744  C2 1.103
9 H 1.0715 0.2299 -0.7721  C2 1.103
10 H 1.9297 -1.2507 -0.2423  C2 1.103
11 H -1.4645 -0.2616 1.5422  C3 1.107
12 H -2.3001 -1.2246 0.2891  C3 1.107
13 H -0.0682 -2.2866 0.7312  C4 1.107
14 H -0.2783 -1.7801 -0.9704  C4 1.107
15 O 2.1175 1.9835 0.2767  H16 0.984, H17 0.984
16 H 1.9197 1.3678 -0.4650  O15 0.984
17 H 3.1001 2.0151 0.3175  O15 0.984

No. 12
A 2-piece molecular cluster, C4H12O overall. Source: OMol25; level of theory: ωB97M-V/def2-TZVPD.

Values from the calculation:
**M**: 76.14 g/mol
**Structure (SMILES)**: CCO.CC
**Kohn-Sham gap**: 11.229 eV
**Energy relative to the best compared isomer or geometry (same formula, charge and spin)**: 27.8 kcal/mol

Bonds (Å) are listed after each position.
CARTESIAN COORDINATES (ANGSTROEM)
1 C -1.0731 -1.3697 -0.9443  C2 1.514, O3 1.452, H4 1.078, H5 1.108
2 C -2.5865 -1.3547 -0.8965  C1 1.514, H6 1.112, H8 1.093, H9 1.077
3 O -0.4595 -1.0693 0.3369  C1 1.452, H7 0.959
4 H -0.6604 -2.3371 -1.1813  C1 1.078
5 H -0.6952 -0.5470 -1.5838  C1 1.108
6 H -3.1027 -0.9020 -0.0224  C2 1.112
7 H -1.0368 -0.4342 0.7642  O3 0.959
8 H -2.9191 -2.3532 -0.5999  C2 1.093
9 H -3.1208 -1.1039 -1.7969  C2 1.077
10 C 2.0411 1.1181 1.4331  C11 1.515, H12 1.099, H13 1.089, H14 1.125
11 C 1.9847 1.7517 0.0575  C10 1.515, H15 1.087, H16 1.103, H17 1.102
12 H 2.7632 0.3336 1.7003  C10 1.099
13 H 1.8180 1.8864 2.1723  C10 1.089
14 H 1.0984 0.5111 1.5242  C10 1.125
15 H 1.3554 1.2017 -0.6380  C11 1.087
16 H 2.9641 1.8751 -0.4354  C11 1.103
17 H 1.6291 2.7935 0.1100  C11 1.102